Entry 1:
Entry from OMol25: 2 unconnected molecules or ions with the total composition C3H8S2 in a non-equilibrium geometry (ωB97M-V with the def2-TZVPD basis set).

Output
E_tot = -24909.1971 eV
HOMO-LUMO gap = 9.4 eV
Energy above the lowest of the compared OMol25 structures with the same formula, charge and spin = 50.7 kcal per mole
Structure (SMILES) = C=CC.SS

Geometry as ORCA input:
```
! wB97M-V def2-TZVPD RIJCOSX def2/J DEFGRID3
* xyz 0 1
S 1.195 -1.501 1.985
S 2.732 -0.320 1.336
H 0.784 -0.728 2.879
H 2.254 0.129 0.111
C -0.281 0.372 -1.786
C -1.220 -0.063 -0.593
C -1.057 0.165 0.675
H 0.016 1.384 -1.537
H 0.517 -0.299 -1.741
H -0.735 0.399 -2.709
H -2.077 -0.466 -1.021
H -1.776 0.003 1.317
H -0.353 0.924 1.085
*
```

***

Entry 2:
Entry from OMol25: C3H8S2 in the gas phase in a non-equilibrium geometry (ωB97M-V with the def2-TZVPD basis set).

Output
E_tot = -24910.3117 eV
HOMO-LUMO gap = 8.7 eV
Energy above the lowest of the compared OMol25 structures with the same formula, charge and spin = 25.0 kcal per mole
Structure (SMILES) = CCCSS

Geometry as ORCA input:
```
! wB97M-V def2-TZVPD RIJCOSX def2/J DEFGRID3
* xyz 0 1
C 0.843 -0.518 0.262
C 1.483 -0.947 -0.996
C -0.492 0.191 -0.040
S -1.210 0.882 1.573
S -2.882 1.781 0.610
H 0.653 -1.340 1.026
H 1.463 0.349 0.767
H 0.848 -1.717 -1.470
H 2.324 -1.371 -0.613
H 1.660 -0.207 -1.828
H -0.259 0.996 -0.690
H -1.161 -0.573 -0.407
H -3.270 2.474 1.806
*
```

***

Entry 3:
Entry from OMol25: C3H9B in the gas phase in a non-equilibrium geometry (ωB97M-V with the def2-TZVPD basis set).

Output
E_tot = -3931.1856 eV
HOMO-LUMO gap = 10.2 eV
Energy above the lowest of the compared OMol25 structures with the same formula, charge and spin = 25.2 kcal per mole
Structure (SMILES) = BC(C)C

Geometry as ORCA input:
```
! wB97M-V def2-TZVPD RIJCOSX def2/J DEFGRID3
* xyz 0 1
B 1.488 -0.989 0.228
C 0.176 1.255 0.121
C -1.194 -0.614 -0.490
C -0.119 -0.200 0.490
H 2.031 -0.638 -0.723
H 2.007 -1.578 1.096
H -0.339 1.461 -0.787
H 1.152 1.556 -0.127
H -0.269 1.994 0.805
H -0.755 -0.738 -1.488
H -1.730 -1.535 -0.124
H -1.962 0.148 -0.549
H -0.486 -0.122 1.548
*
```